[1]
A structure of composition C35H36GaNO4P, computed with the ωB97M-V functional and the def2-TZVPD basis.

HOMO-LUMO gap   4.64 eV
LUMO   1.0 eV
Total charge   -1

Last column: Löwdin charge in e.
CARTESIAN COORDINATES (ANGSTROEM)
C 1.491 2.250 3.401  -0.12
C 0.376 2.770 2.505  -0.29
C 0.909 3.436 1.228  -0.37
N -0.065 3.962 0.292  -0.18
Ga -1.611 2.972 -0.323  0.13
P -3.713 3.863 0.395  0.72
C -4.234 2.871 1.883  -0.53
C -3.183 2.362 2.869  -0.19
C -3.320 5.531 1.124  -0.54
C -2.537 5.633 2.430  -0.18
H 2.251 3.020 3.573  0.06
H 2.000 1.395 2.948  0.06
H 1.114 1.931 4.376  0.06
H -0.286 1.951 2.212  0.06
H -0.248 3.493 3.043  0.08
H 1.602 4.234 1.541  0.10
H 1.533 2.696 0.710  0.08
H -0.296 4.913 0.549  0.00
H -1.512 1.414 0.090  -0.08
H -1.666 3.079 -1.932  -0.11
H -5.023 3.431 2.399  0.05
H -4.739 2.001 1.446  0.03
H -2.456 1.738 2.344  0.02
H -3.635 1.764 3.668  0.06
H -2.625 3.177 3.334  0.03
H -2.761 6.030 0.323  0.05
H -4.259 6.088 1.221  0.04
H -3.080 5.167 3.257  0.05
H -2.357 6.676 2.712  0.06
H -1.574 5.128 2.339  0.03
C -1.743 -6.988 -2.467  -0.07
C -0.841 -6.559 -3.436  -0.07
C -0.766 -5.218 -3.768  -0.01
C -1.594 -4.297 -3.135  -0.09
C -2.496 -4.726 -2.164  -0.08
C -2.568 -6.075 -1.833  -0.01
C -3.389 -3.757 -1.453  -0.28
O -4.172 -4.150 -0.612  0.10
C -3.268 -2.324 -1.818  -0.10
C -4.042 -1.392 -1.135  0.00
C -3.914 -0.045 -1.422  -0.05
C -3.029 0.385 -2.404  -0.08
C -2.261 -0.537 -3.096  0.01
C -2.370 -1.892 -2.801  -0.11
C -1.476 -2.849 -3.502  -0.30
O -0.657 -2.493 -4.322  0.10
H -1.799 -8.037 -2.206  0.10
H -0.196 -7.274 -3.929  0.10
H -0.069 -4.855 -4.512  0.12
H -3.274 -6.380 -1.073  0.12
H -4.717 -1.743 -0.367  0.12
H -4.484 0.690 -0.868  0.10
H -2.911 1.445 -2.588  0.05
H -1.546 -0.220 -3.842  0.12
C 0.726 -2.032 -0.776  -0.03
C 1.287 -3.283 -0.544  -0.05
C 2.613 -3.391 -0.163  -0.01
C 3.387 -2.245 -0.022  -0.09
C 2.824 -0.989 -0.271  -0.07
C 1.487 -0.882 -0.638  0.03
C 3.640 0.254 -0.159  -0.27
O 3.180 1.344 -0.400  0.11
C 5.073 0.103 0.252  -0.08
C 5.856 1.246 0.365  0.00
C 7.182 1.139 0.745  -0.06
C 7.733 -0.110 1.015  -0.07
C 6.957 -1.250 0.904  -0.01
C 5.624 -1.148 0.521  -0.08
C 4.807 -2.393 0.401  -0.28
O 5.291 -3.480 0.645  0.09
H -0.316 -1.950 -1.053  0.10
H 0.682 -4.174 -0.660  0.10
H 3.069 -4.352 0.032  0.12
H 1.061 0.099 -0.810  0.12
H 5.399 2.204 0.155  0.12
H 7.791 2.029 0.834  0.10
H 8.770 -0.191 1.314  0.10
H 7.361 -2.233 1.108  0.12

[2]
A cluster of 4 separate species, C3H15N2O3 in total in a non-equilibrium geometry, computed with the ωB97M-V functional and the def2-TZVPD basis.

HOMO-LUMO gap   11.48 eV
Energy above the lowest of the compared OMol25 structures with the same formula, charge and spin   0.489 eV
LUMO   -2.8 eV
Total charge   +1

Last column: Löwdin charge in e.
CARTESIAN COORDINATES (ANGSTROEM)
C 2.696 0.470 -0.766  -0.08
C 2.651 -1.017 -0.477  -0.18
N -0.867 -2.032 -0.245  0.17
C 0.272 -1.476 0.117  -0.15
N 1.287 -1.564 -0.694  0.06
H 3.734 0.783 -0.879  0.08
H 2.095 0.815 -1.602  0.08
H 2.418 1.055 0.106  0.08
H 3.277 -1.592 -1.151  0.12
H 2.894 -1.190 0.561  0.12
H -1.129 -2.284 -1.188  0.14
H -1.667 -2.042 0.371  0.09
H 0.273 -0.848 0.996  0.17
H 1.119 -1.978 -1.598  0.16
H -0.909 1.672 -0.708  0.04
H -1.953 0.763 -0.037  0.03
O -1.038 0.791 -0.335  -0.06
H -3.006 -0.183 2.436  0.06
H -3.861 -0.655 1.294  0.06
O -3.032 -0.868 1.757  -0.05
H -1.804 3.829 1.475  0.05
H -1.932 4.057 -0.050  0.05
O -1.520 3.495 0.615  -0.05

[3]
A structure of composition C46H48BrCsF9I2N4O7P in a non-equilibrium geometry, computed with the ωB97M-V functional and the def2-TZVPD basis.

HOMO-LUMO gap   5.17 eV
Energy above the lowest of the compared OMol25 structures with the same formula, charge and spin   0.386 eV
LUMO   3.3 eV
Total charge   -2

Last column: Löwdin charge in e.
CARTESIAN COORDINATES (ANGSTROEM)
Cs 1.313 -0.082 0.322  1.28
C -1.815 2.222 1.237  -0.23
O -2.205 1.415 0.138  -0.22
C -3.286 1.941 -0.577  -0.23
C -3.775 0.904 -1.571  -0.18
O -2.845 0.545 -2.563  -0.15
C -2.465 1.571 -3.460  -0.17
C -1.152 2.239 -3.076  -0.20
O -0.093 1.518 -3.655  -0.25
C 1.171 2.079 -3.330  -0.11
H -2.654 2.381 1.925  0.03
H -1.443 3.195 0.894  0.08
H -1.030 1.687 1.766  -0.13
H -3.000 2.875 -1.088  0.13
H -4.122 2.181 0.098  0.13
H -4.705 1.276 -2.029  0.13
H -3.988 -0.020 -1.031  0.11
H -3.254 2.328 -3.547  0.12
H -2.337 1.090 -4.434  0.12
H -1.041 2.234 -1.985  0.12
H -1.138 3.284 -3.425  0.13
H 1.276 3.078 -3.780  0.09
H 1.934 1.414 -3.730  0.06
H 1.290 2.198 -2.235  0.03
O 1.568 -3.884 1.469  0.02
C 1.898 -2.704 1.634  -0.67
O 2.713 -2.030 0.941  -0.33
C 1.218 -1.843 2.701  -0.73
O 1.664 -1.695 3.821  0.02
O 0.195 -1.222 2.199  -0.77
N -4.040 -0.265 2.144  0.03
C -4.861 -1.295 1.541  -0.31
C -3.990 -2.409 0.959  -0.22
C -3.064 -3.049 1.996  -0.20
C -2.239 -4.181 1.383  -0.27
N -1.281 -3.690 0.389  0.05
H -4.579 0.448 2.617  0.07
H -3.438 0.188 1.465  0.04
H -5.538 -0.926 0.746  0.09
H -5.497 -1.718 2.326  0.10
H -3.366 -2.012 0.151  0.09
H -4.646 -3.180 0.536  0.11
H -3.663 -3.453 2.820  0.11
H -2.405 -2.280 2.399  0.08
H -2.932 -4.870 0.884  0.09
H -1.743 -4.741 2.186  0.11
H -1.115 -4.412 -0.303  0.05
H -0.379 -3.539 0.839  0.03
Br 4.100 0.860 -1.573  0.76
C 4.321 2.766 -1.472  -0.57
C 5.456 3.318 -1.996  -0.16
C 5.662 4.706 -1.871  -0.12
C 4.749 5.482 -1.211  -0.07
C 3.563 4.919 -0.680  -0.19
C 2.611 5.696 0.017  -0.09
C 1.484 5.103 0.524  -0.10
C 1.248 3.723 0.331  -0.16
C 2.125 2.896 -0.343  -0.23
C 3.310 3.517 -0.824  -0.27
H 6.195 2.693 -2.480  0.08
H 6.561 5.146 -2.288  0.09
H 4.935 6.543 -1.071  0.10
H 2.795 6.759 0.142  0.09
H 0.762 5.699 1.078  0.09
H 0.328 3.314 0.748  0.04
I -0.493 0.316 3.474  0.88
I -1.899 2.517 4.904  -0.23
N 3.697 0.206 2.212  -0.06
C 4.910 0.269 2.789  -0.11
C 4.966 1.475 3.454  -0.09
C 3.711 2.064 3.217  -0.16
N 2.954 1.280 2.466  -0.02
H 3.321 -0.602 1.699  0.02
H 5.628 -0.527 2.688  0.11
H 5.789 1.870 4.027  0.08
H 3.335 3.014 3.560  0.10
F -0.261 -3.232 -9.792  0.12
C 0.610 -2.276 -9.382  -0.57
F 1.816 -2.647 -9.873  0.12
F 0.263 -1.146 -10.027  0.12
C 0.625 -2.124 -7.901  -0.14
C 1.131 -3.164 -7.123  -0.01
C 1.149 -3.049 -5.748  -0.06
C 0.655 -1.902 -5.119  -0.33
C 0.154 -0.873 -5.911  -0.06
C 0.138 -0.976 -7.294  0.00
P 0.540 -1.725 -3.280  1.16
C -0.634 -3.122 -3.015  -0.34
C -0.307 -4.479 -3.036  -0.08
C -1.286 -5.438 -2.853  -0.02
C -2.609 -5.051 -2.657  -0.14
C -2.949 -3.707 -2.639  0.00
C -1.962 -2.752 -2.813  -0.06
C -3.633 -6.112 -2.429  -0.57
F -4.893 -5.637 -2.407  0.13
F -3.598 -7.067 -3.394  0.12
F -3.444 -6.765 -1.259  0.13
C 2.156 -2.456 -2.828  -0.38
C 2.306 -3.254 -1.699  -0.09
C 3.565 -3.630 -1.264  0.00
C 4.687 -3.196 -1.954  -0.12
C 4.558 -2.385 -3.074  -0.04
C 3.298 -2.019 -3.505  -0.12
C 6.034 -3.624 -1.469  -0.56
F 6.273 -3.267 -0.195  0.15
F 6.176 -4.977 -1.516  0.11
F 7.044 -3.118 -2.214  0.11
H 1.509 -4.056 -7.607  0.12
H 1.565 -3.851 -5.154  0.11
H -0.201 0.027 -5.424  0.09
H -0.245 -0.168 -7.903  0.12
H 0.720 -4.794 -3.164  0.10
H -1.029 -6.490 -2.849  0.12
H -3.975 -3.412 -2.470  0.12
H -2.219 -1.699 -2.766  0.09
H 1.442 -3.573 -1.127  0.10
H 3.662 -4.223 -0.365  0.13
H 5.438 -2.030 -3.592  0.12
H 3.195 -1.372 -4.369  0.11

[4]
A structure of composition C10H14AuIN3O4 in a non-equilibrium geometry, computed with the ωB97M-V functional and the def2-TZVPD basis.

HOMO-LUMO gap (alpha / beta)   5.83 / 5.84 eV
LUMO (alpha / beta)   -6.2 / -6.2 eV
Total charge   +1

Last column: Löwdin charge in e.
CARTESIAN COORDINATES (ANGSTROEM)
Au -0.977 -1.254 0.141  1.13
O 0.600 2.693 0.388  0.10
C -0.060 1.693 0.194  -0.55
O 0.489 0.534 0.001  -0.16
C -1.567 1.720 0.153  -0.16
C -2.321 2.889 0.142  0.04
C -3.703 2.786 0.056  0.00
C -4.305 1.536 -0.004  0.05
C -3.477 0.423 0.038  -0.15
N -2.175 0.543 0.108  0.02
C -4.051 -1.042 0.018  -0.60
O -5.245 -1.166 -0.040  0.13
O -3.147 -1.913 0.072  -0.20
H -1.817 3.841 0.199  0.13
H -4.314 3.676 0.034  0.12
H -5.372 1.401 -0.076  0.13
I -1.842 -4.515 0.140  0.98
C -0.178 -3.191 0.269  -0.71
H 0.494 -3.401 -0.555  -0.04
H 0.306 -3.355 1.225  -0.02
N 3.010 1.076 0.349  0.14
C 4.011 0.118 -0.181  -0.15
C 3.526 -1.339 -0.025  -0.26
N 2.595 -1.770 -1.033  0.01
H 3.105 2.010 -0.062  0.16
H 3.091 1.178 1.363  0.17
H 1.960 0.766 0.149  0.08
H 4.961 0.259 0.337  0.13
H 4.163 0.314 -1.245  0.13
H 3.045 -1.458 0.949  0.12
H 4.395 -1.997 -0.059  0.12
H 3.017 -1.885 -1.946  0.09
H 1.784 -1.170 -1.097  0.03

Q: Which energy values were calculated for the entries above? A: -3977.2434 -458.3136 -6957.1800 -1287.7882, in hartree.